1.
The following is a quantum chemistry calculation of 2 unconnected molecules or ions with the total composition C2H10N2S2, from the Open Molecules 2025 dataset.

Computed properties:
- E_LUMO: 0.68 eV
- Frontier orbital gap: 9.4 eV
- Highest occupied orbital energy: -0.3197 hartree
- SMILES string: CSS.NCN

The geometry in ORCA input format:
```
! RIJCOSX wB97M-V def2-TZVPD def2/J DEFGRID3
* xyz 0 1
C -2.40965 -0.24223 0.91865
S -1.22634 0.89252 0.07930
S -1.03069 0.12054 -1.80120
H -1.86429 -0.59063 1.80434
H -2.62662 -1.18212 0.41569
H -3.25219 0.38005 1.19759
H -0.09329 -0.79873 -1.55500
N 1.26705 -1.31260 0.73310
C 1.92829 -0.00840 0.55088
N 3.34461 -0.13461 0.93558
H 1.78136 -1.99064 0.19158
H 1.17775 -1.64527 1.68815
H 1.89608 0.11388 -0.53112
H 1.33889 0.65489 1.17449
H 3.92457 0.68519 0.78896
H 3.33864 -0.23318 1.94590
*
```


2.
The following is a quantum chemistry calculation of 2 unconnected molecules or ions with the total composition C2H10N3, from the Open Molecules 2025 dataset.

Computed properties:
- E_LUMO (spin up / spin down): 0.87 / 0.72 eV
- Frontier orbital gap (spin up / spin down): 4.0 / 10.6 eV
- <S²>: 0.751
- Highest occupied orbital energy (spin up / spin down): -0.1132 / -0.3635 hartree

The geometry in ORCA input format:
```
! RIJCOSX wB97M-V def2-TZVPD def2/J DEFGRID3
* xyz 0 2
C -1.09901 0.91490 -2.54818
N 0.10963 0.71986 -1.73467
H -0.85605 1.46402 -3.45189
H -1.47995 -0.06128 -2.83104
H -1.85255 1.46228 -1.99904
H 0.59133 1.60383 -1.43464
H 0.87131 0.21680 -2.26457
H 1.40623 -1.74589 0.90160
N -0.40703 0.04073 1.06720
C 0.25189 -0.47524 2.02228
N 1.10112 -1.51358 1.83655
H -1.01659 0.79629 1.38732
H -0.10492 0.18692 -0.86417
H 0.18442 -0.17304 3.07236
H 1.79739 -1.67237 2.54524
*
```


3.
The following is a quantum chemistry calculation of 2 unconnected molecules or ions with the total composition C2H10N3, from the Open Molecules 2025 dataset.

Computed properties:
- E_LUMO: -3.22 eV
- Frontier orbital gap: 11.0 eV
- Highest occupied orbital energy: -0.5233 hartree

The geometry in ORCA input format:
```
! RIJCOSX wB97M-V def2-TZVPD def2/J DEFGRID3
* xyz 1 1
C 1.44527 -1.52826 -1.59307
N 0.48749 -0.51780 -1.03422
H 1.34524 -1.49135 -2.66423
H 1.45088 -2.50529 -1.04199
H 2.32636 -1.06590 -1.39073
H 0.49462 0.42391 -1.54635
H -0.53383 -0.69046 -1.10009
H 0.68065 -0.40018 -0.05011
N -1.51831 1.02485 0.49625
C -0.89605 1.29444 1.71272
N 0.15391 0.52474 1.95442
H -1.78379 1.99376 0.27680
H -2.38539 0.53295 0.59297
H -1.55093 1.98148 2.38272
H 0.28389 0.42311 3.00491
*
```


4.
The following is a quantum chemistry calculation of a gas-phase ion, C2H10N3O (charge +1), from the Open Molecules 2025 dataset.

Computed properties:
- E_LUMO: -3.09 eV
- Frontier orbital gap: 11.6 eV
- Highest occupied orbital energy: -0.5385 hartree
- SMILES string: N[C@@H]([NH3+])[C@@H](N)O

The geometry in ORCA input format:
```
! RIJCOSX wB97M-V def2-TZVPD def2/J DEFGRID3
* xyz 1 1
N 0.73968 0.64333 -1.61870
C -0.16468 -0.11916 -0.74952
N 0.54916 -1.48214 -0.62070
C -0.23383 0.57873 0.68602
N -1.47391 1.02035 1.02699
O 0.44130 -0.60208 1.71935
H 0.92331 1.56193 -1.30844
H 0.42917 0.72372 -2.60680
H -1.11521 -0.35496 -1.03559
H 1.07500 -1.83208 -1.36572
H 0.96436 -1.27689 0.36846
H -0.11627 -2.24190 -0.47901
H 0.67379 1.22570 0.59333
H -1.30575 1.82617 1.61273
H -2.18057 0.37141 1.28234
H 0.79444 -0.04212 2.49525
*
```


5.
The following is a quantum chemistry calculation of 2 unconnected molecules or ions with the total composition C2H10N3O, from the Open Molecules 2025 dataset.

Computed properties:
- E_LUMO (spin up / spin down): -3.72 / -5.26 eV
- Frontier orbital gap (spin up / spin down): 4.8 / 8.6 eV
- <S²>: 2.006
- Highest occupied orbital energy (spin up / spin down): -0.3142 / -0.5103 hartree

The geometry in ORCA input format:
```
! RIJCOSX wB97M-V def2-TZVPD def2/J DEFGRID3
* xyz 1 3
C 0.39633 0.63845 0.12081
C -0.94442 -1.13354 -1.13994
N 0.26146 1.04516 1.49706
N -1.06797 -2.04756 -0.15798
N 1.82957 0.35887 -0.02161
O -1.97641 -0.42384 -1.66615
H 0.13380 1.46404 -0.52927
H -0.07597 -1.26964 -1.73678
H 0.44175 0.46068 2.24256
H 0.28190 2.04035 1.62970
H -2.00298 -1.96536 0.36908
H -0.29893 -2.60157 0.27138
H 2.11915 0.28258 -1.02951
H 2.55856 0.88317 0.38829
H 1.95504 -0.59019 0.38599
H -2.75751 -0.30818 -1.09906
*
```


6.
The following is a quantum chemistry calculation of 2 unconnected molecules or ions with the total composition C2H10N4, from the Open Molecules 2025 dataset.

Computed properties:
- E_LUMO: -8.64 eV
- Frontier orbital gap: 10.0 eV
- Highest occupied orbital energy: -0.6833 hartree

The geometry in ORCA input format:
```
! RIJCOSX wB97M-V def2-TZVPD def2/J DEFGRID3
* xyz 2 1
C 0.11793 0.52085 -0.99013
C 0.21286 -0.12217 1.11410
N 0.38819 1.81548 -1.20518
N 1.08345 -1.18282 1.26768
N 0.06850 -0.27185 -2.00828
N -1.24939 -0.38699 1.22025
H 0.44582 0.84322 1.67841
H 0.44420 2.56764 -0.50758
H 0.02905 2.11402 -2.13113
H 1.97013 -1.04191 1.74477
H 0.93218 -2.19224 0.98432
H 0.16082 -1.32397 -1.93560
H 0.35812 0.10805 -2.87147
H -1.87131 0.46963 1.09119
H -1.60882 -1.09206 0.36967
H -1.48172 -0.82489 2.17896
*
```


7.
The following is a quantum chemistry calculation of 2 unconnected molecules or ions with the total composition C2H10NO, from the Open Molecules 2025 dataset.

Computed properties:
- E_LUMO: -3.86 eV
- Frontier orbital gap: 11.6 eV
- Highest occupied orbital energy: -0.5667 hartree

The geometry in ORCA input format:
```
! RIJCOSX wB97M-V def2-TZVPD def2/J DEFGRID3
* xyz 1 1
C -0.23913 -0.69537 -0.40082
O 0.62380 0.46375 -0.57830
C -0.40332 -1.44721 -1.70500
H 0.27671 -1.33565 0.31816
H -1.19018 -0.39245 0.04713
H 0.25633 0.98619 -1.29987
H 0.56144 -1.67152 -2.15173
H -0.94926 -2.37456 -1.54438
H -0.96652 -0.84446 -2.42125
N 0.41092 1.46533 1.95234
H -0.57086 1.36542 2.18394
H 0.56992 1.09011 0.95711
H 0.65706 2.44486 2.01236
H 0.96309 0.94558 2.63031
*
```


8.
The following is a quantum chemistry calculation of 2 unconnected molecules or ions with the total composition C2H10NO, from the Open Molecules 2025 dataset.

Computed properties:
- E_LUMO: -3.82 eV
- Frontier orbital gap: 11.3 eV
- Highest occupied orbital energy: -0.5565 hartree

The geometry in ORCA input format:
```
! RIJCOSX wB97M-V def2-TZVPD def2/J DEFGRID3
* xyz 1 1
N -1.73104 -1.37372 0.87707
H -2.25322 -0.50090 0.69897
H -0.88092 -0.77742 0.97979
H -1.94321 -1.95212 0.03478
H -2.16751 -1.73448 1.74598
C 0.28985 0.51405 -0.50809
O 0.56018 -0.09303 0.83793
C 1.53562 1.10880 -0.97526
H -0.34194 1.39289 -0.15153
H -0.21299 -0.21891 -1.17415
H 1.56376 -0.24820 1.01778
H 2.06193 0.41133 -1.72372
H 2.23943 1.46693 -0.13733
H 1.28005 2.00477 -1.52220
*
```


9.
The following is a quantum chemistry calculation of 2 unconnected molecules or ions with the total composition C2H10NO, from the Open Molecules 2025 dataset.

Computed properties:
- E_LUMO: -3.63 eV
- Frontier orbital gap: 12.2 eV
- Highest occupied orbital energy: -0.5807 hartree

The geometry in ORCA input format:
```
! RIJCOSX wB97M-V def2-TZVPD def2/J DEFGRID3
* xyz 1 1
O -2.14877 -2.04136 0.38733
H -3.06944 -1.83362 0.15951
H -0.18443 -0.80102 -0.19786
H -2.05088 -1.82326 1.32196
C 0.05484 1.66120 -0.24251
C 1.28836 0.76425 -0.21413
N 0.82796 -0.70587 -0.08855
H -0.57298 1.49076 -1.11798
H -0.52089 1.42327 0.65064
H 0.39375 2.69392 -0.24843
H 1.89517 0.76560 -1.10593
H 1.77981 0.94280 0.73875
H 1.21387 -1.33339 -0.80475
H 1.09363 -1.20329 0.76194
*
```


10.
The following is a quantum chemistry calculation of 2 unconnected molecules or ions with the total composition C2H10NO, from the Open Molecules 2025 dataset.

Computed properties:
- E_LUMO: -3.86 eV
- Frontier orbital gap: 10.6 eV
- Highest occupied orbital energy: -0.5315 hartree

The geometry in ORCA input format:
```
! RIJCOSX wB97M-V def2-TZVPD def2/J DEFGRID3
* xyz 1 1
C 0.79077 1.45313 -1.05176
C 0.48870 -0.21577 0.83258
N 0.70053 1.16281 0.39098
H 1.73896 1.05557 -1.45113
H 0.78806 2.54895 -1.17741
H -0.04261 1.02980 -1.63731
H -0.51109 -0.57489 0.53580
H 0.63132 -0.42020 1.90704
H 1.24784 -0.77845 0.26361
H 1.60983 1.46124 0.80313
H -0.03259 1.81288 0.74552
O -2.26943 -3.18903 -0.00476
H -2.12724 -2.50267 -0.69537
H -3.01307 -2.84336 0.53908
*
```